No. 1
Below is one molecule with the formula C6H8N2O, with properties calculated with ωB97M-V with the def2-TZVPD basis set.

```
17
Properties=species:S:1:pos:R:3:forces:R:3:nbo_charge:R:1
C 0.61458 0.53235 -2.06933 -0.6266 -0.2667 0.6357 -0.66
C 0.05037 0.79810 -0.71965 -0.1675 -0.7044 2.5782 0.25
N -0.19369 1.97534 -0.24565 0.5147 -0.4470 -0.8111 -0.24
N -0.39199 1.89316 1.11145 -0.2297 -2.0174 0.3729 -0.46
C -0.51015 0.57717 1.59864 0.1651 0.7862 -1.4712 0.65
O -0.80647 0.22970 2.71165 -0.1185 -0.0257 0.5425 -0.60
C -0.11554 -0.25734 0.42262 -0.0607 1.2243 -1.0673 -0.23
C 0.64013 -1.54708 0.79083 -1.4152 1.5740 -0.9271 -0.37
C -0.67918 -1.65875 0.09586 0.7624 2.0187 0.3528 -0.37
H 0.01097 -0.19141 -2.65841 0.4554 0.5797 0.2265 0.22
H 1.57902 0.09952 -1.81542 0.3206 -0.1789 -0.5986 0.23
H 0.74767 1.49606 -2.54455 0.0037 -0.0702 -0.4483 0.25
H -0.76871 2.66202 1.60247 -0.3342 0.8390 0.2630 0.40
H 0.63362 -1.49334 1.86007 0.1770 -0.9274 0.4720 0.26
H 1.54442 -1.65724 0.26226 0.8951 -0.6357 -0.3838 0.22
H -0.75439 -1.60287 -0.96865 0.3190 -1.0598 -0.5775 0.22
H -1.60066 -1.85537 0.56583 -0.6607 -0.6886 0.8413 0.23
```
Positions in Å, forces in eV/Å.

## Properties
LUMO level = 0.938 eV
ΔE to the lowest compared entry with this formula, charge and spin = 1.603 eV
F_max = 0.052 hartree/bohr
Frontier orbital gap = 0.36189 Ha
Net charge = 0
DFT total energy = -11377.744 eV


No. 2
Below is C55H48N2P2Pd as an isolated structure, with properties calculated with ωB97M-V with the def2-TZVPD basis set.

```
108
Properties=species:S:1:pos:R:3:forces:R:3:lowdin_charge:R:1
C -5.30388 -0.35077 -0.67854 0.3251 -0.1920 0.2963 -0.07
C -4.58617 -1.51331 -1.04070 -0.4465 0.7903 -0.1939 -0.08
C -3.66843 -2.07746 -0.16394 0.4343 -0.1744 0.4081 -0.01
C -3.36804 -1.47464 1.07033 -2.3521 0.4639 1.0192 -0.20
C -2.26589 -1.94849 1.89656 2.0397 2.4558 -4.0040 0.06
C -1.43300 -0.85118 2.23992 0.0450 1.2427 1.5482 -0.04
C -0.07408 -0.48664 2.32220 0.0944 -0.4864 1.1507 0.01
C 1.06339 -1.38442 2.45653 0.6870 -0.4622 -0.6549 -0.21
C 2.33214 -0.94328 2.91653 -0.3334 -0.0367 -0.2191 -0.03
C 3.38269 -1.84275 3.09850 -0.2103 0.4770 -0.0800 -0.08
C 3.22752 -3.18816 2.76695 -0.1267 -0.0521 -0.1005 -0.06
C 2.01538 -3.64628 2.25654 -0.4230 0.4555 0.0006 -0.04
C 0.95256 -2.74926 2.10295 0.0723 -0.0603 0.3038 -0.04
Pd 1.18808 1.22356 0.16214 -0.9504 -0.7745 0.4231 0.20
P -0.43001 2.72877 -0.16540 1.0387 -1.0590 0.7649 0.93
C -1.57345 3.08793 1.17513 -0.8127 0.8801 -0.1763 -0.37
C -2.96305 3.14234 0.95048 0.3067 0.1457 0.3074 -0.08
C -3.81626 3.49697 1.99376 0.1067 -0.1318 0.1784 -0.09
C -3.29611 3.78535 3.26103 -0.1493 -0.0731 -0.1955 -0.09
C -1.91958 3.71762 3.48708 0.0419 -0.0636 -0.1925 -0.08
C -1.05667 3.37096 2.44778 -0.4311 -0.0266 0.0299 -0.12
C 0.70788 4.12142 -0.35820 -0.9443 0.9338 0.0692 -0.38
C 0.30857 5.40718 0.03968 0.6609 0.1267 -0.2511 -0.10
C 1.20987 6.46470 -0.08821 0.0874 -0.0852 0.0859 -0.08
C 2.49596 6.23707 -0.59314 -0.0742 -0.0187 0.0607 -0.09
C 2.88689 4.95384 -0.98534 -0.2484 0.1351 0.0702 -0.07
C 1.98544 3.89729 -0.87643 0.2776 0.0427 -0.0267 -0.11
C -1.43198 2.61974 -1.65378 -0.4570 0.4669 -0.2456 -0.38
C -1.58702 3.77039 -2.44482 -0.3396 -0.4063 0.0099 -0.08
C -2.47081 3.74379 -3.52181 0.0788 -0.0867 -0.0619 -0.08
C -3.16945 2.57083 -3.82380 0.0867 0.1310 -0.0349 -0.08
C -2.98605 1.41731 -3.05680 -0.0132 0.1097 0.0407 -0.08
C -2.12434 1.43403 -1.96419 0.1352 0.5394 -0.0062 -0.11
P 1.76992 -0.23521 -1.44710 -0.0936 0.6388 0.9639 0.95
C 0.76900 -1.59386 -2.04853 0.2281 -0.8875 -0.8943 -0.34
C 0.31126 -1.68364 -3.37908 -0.0083 -0.2340 0.3920 -0.07
C -0.46725 -2.77582 -3.76978 -0.0615 -0.0297 0.1225 -0.08
C -0.77904 -3.78866 -2.85676 -0.0579 0.1751 0.0650 -0.09
C -0.29479 -3.72014 -1.54455 0.0182 0.0586 -0.3144 -0.08
C 0.49887 -2.64611 -1.16128 -0.1592 0.1858 -0.1477 -0.11
C 2.14870 0.84179 -2.83775 0.5783 -0.4619 -0.7013 -0.37
C 3.48237 1.10016 -3.19816 -0.4333 0.1777 -0.1678 -0.08
C 3.74274 2.05184 -4.18291 -0.0673 0.1053 0.0713 -0.08
C 2.69186 2.72433 -4.81163 0.1081 0.0664 0.0995 -0.09
C 1.36726 2.43148 -4.48114 0.1944 -0.1020 0.0128 -0.07
C 1.09336 1.47458 -3.51279 0.2324 0.0991 0.1673 -0.12
C 3.31947 -0.85285 -0.76511 0.6038 -1.1378 -0.8698 -0.38
C 3.75467 -2.16955 -1.01009 0.4185 0.4117 0.2696 -0.07
C 4.98079 -2.58983 -0.49358 -0.0368 -0.0698 0.1744 -0.08
C 5.77197 -1.71652 0.25928 -0.1345 -0.1634 -0.0218 -0.09
C 5.32901 -0.42028 0.51746 -0.1282 -0.0226 -0.1787 -0.09
C 4.10775 0.01097 0.00534 0.0941 -0.2928 0.2030 -0.13
C -4.15343 -0.36123 1.46240 -0.2212 -0.1834 -0.5085 -0.03
C -5.09939 0.19571 0.60594 -0.0098 -0.0334 -0.3593 -0.08
H -6.02302 0.13657 -1.36894 0.5987 -0.5288 0.4935 0.11
H -4.73806 -1.94242 -2.03597 0.0456 0.0232 0.4365 0.11
H -3.11953 -2.98167 -0.41199 -0.0940 0.1019 -0.2023 0.11
H -1.93329 -2.96852 1.72055 0.2154 0.4887 -0.1279 0.03
H -2.00145 0.04244 2.50724 -0.1083 0.0237 -0.6800 0.09
H 0.13537 0.62325 2.50981 -0.4114 -1.6379 -0.3060 0.10
H 2.47188 0.12274 3.10042 0.0253 -0.2204 0.1474 0.11
H 4.33917 -1.47538 3.47004 -0.2424 -0.1104 -0.1038 0.11
H 4.05874 -3.88523 2.87391 -0.1671 0.2251 0.0470 0.11
H 1.88775 -4.69383 1.98154 -0.0228 0.3134 0.0897 0.11
H 0.00233 -3.08951 1.70992 0.2726 -0.1327 0.1380 0.08
H -3.36655 2.92976 -0.04323 0.1332 0.0970 0.3636 0.10
H -4.89260 3.54618 1.80979 0.3271 0.0219 0.1361 0.10
H -3.97330 4.06089 4.06925 0.1968 -0.0635 -0.1695 0.10
H -1.50934 3.93780 4.47191 -0.1404 -0.0311 -0.2036 0.11
H 0.02042 3.33602 2.61566 -0.1893 -0.0287 -0.0633 0.10
H -0.68610 5.57600 0.45626 0.2590 -0.0648 -0.1425 0.11
H 0.90926 7.46456 0.22800 0.1468 -0.2262 -0.1152 0.10
H 3.20453 7.06335 -0.66218 -0.2081 -0.1951 -0.0139 0.10
H 3.89016 4.76721 -1.36800 -0.2393 0.0951 0.0804 0.11
H 2.28946 2.87798 -1.15793 -0.1736 0.5328 -0.0052 0.06
H -1.04427 4.68757 -2.20035 -0.1774 -0.3478 -0.0825 0.11
H -2.60732 4.64918 -4.11842 -0.0235 -0.3500 0.1162 0.11
H -3.85999 2.56345 -4.66725 0.1661 -0.0456 0.2018 0.10
H -3.52814 0.50309 -3.29289 0.0991 0.1981 -0.0034 0.10
H -1.98924 0.54204 -1.35038 0.0184 0.1720 -0.0838 0.11
H 0.58940 -0.92913 -4.11602 -0.1486 -0.1836 0.2669 0.10
H -0.83222 -2.83319 -4.80005 0.1594 -0.0238 0.3786 0.11
H -1.39867 -4.63208 -3.16697 0.1879 0.2412 0.0827 0.10
H -0.52578 -4.50339 -0.82215 0.0889 0.1064 -0.1989 0.11
H 0.94745 -2.62660 -0.17176 -0.2226 0.0768 -0.1859 0.07
H 4.30339 0.56292 -2.71639 -0.3002 0.2365 -0.1217 0.10
H 4.77840 2.28207 -4.43413 -0.2762 -0.0422 -0.0538 0.10
H 2.90902 3.49666 -5.54822 -0.0461 -0.2007 0.1215 0.10
H 0.54298 2.95588 -4.95873 0.1655 -0.0885 0.0017 0.10
H 0.05997 1.23659 -3.25306 0.3687 0.1452 -0.0612 0.09
H 3.14160 -2.85932 -1.59511 0.2103 0.2718 0.1520 0.11
H 5.30668 -3.61975 -0.65874 -0.0312 0.3438 0.0242 0.11
H 6.71844 -2.06185 0.67596 -0.2214 0.0849 -0.1345 0.10
H 5.91847 0.25535 1.13449 -0.0603 -0.1463 -0.1395 0.11
H 3.73865 1.01070 0.25389 0.0859 -0.1912 -0.1810 0.09
H -4.02790 0.03791 2.46254 -0.0025 0.1375 -0.1213 0.12
H -5.66901 1.08433 0.91177 0.2640 -0.5045 -0.0779 0.10
C -0.65866 -7.15797 4.45749 0.3876 -0.9972 0.3775 -0.08
C -1.13577 -5.83161 4.02844 -0.5793 1.5213 -0.5672 -0.42
C -1.22605 -5.29206 2.74213 -0.1300 -0.4122 1.6457 -0.16
N -1.71340 -4.02242 2.85206 -0.0785 -0.9216 1.4495 -0.09
C -1.90634 -3.78659 4.18900 0.8704 -2.5062 -0.6497 -0.25
N -1.57013 -4.89004 4.90465 -0.2764 1.0154 0.6984 0.04
H -0.41855 -7.77481 3.58371 -0.0088 0.0514 0.0946 0.06
H 0.25003 -7.11025 5.08159 -0.2328 0.1383 -0.2222 0.07
H -1.39099 -7.72358 5.05954 0.0758 0.3468 -0.2557 0.07
H -0.95916 -5.81888 1.84665 -0.0646 0.2515 -0.5884 0.08
H -2.28591 -2.85400 4.63153 0.2382 -0.5673 -0.3833 0.09
```
Positions in Å, forces in eV/Å.

## Properties
LUMO level = -2.244 eV
ΔE to the lowest compared entry with this formula, charge and spin = 2.623 eV
F_max = 0.100 hartree/bohr
Frontier orbital gap = 0.15385 Ha
Net charge = 0
DFT total energy = -82847.070 eV


No. 3
Below is a 2-piece molecular cluster, C10H19N2 overall, with properties calculated with ωB97M-V with the def2-TZVPD basis set.

```
31
Properties=species:S:1:pos:R:3:forces:R:3:nbo_charge:R:1
C 4.05592 -1.18773 0.08486 0.4576 -0.2036 1.5124 0.15
C 1.49962 1.69162 -1.87558 0.2232 -0.9654 1.8001 0.07
C 0.40114 -0.44964 0.70539 -0.0681 -0.2250 -0.6200 -0.51
C 0.86419 0.92794 0.37502 2.1577 0.2729 0.8287 0.50
C 1.30363 1.86919 1.47627 0.0693 -0.2448 -0.1568 -0.66
C -0.72691 -2.57440 -0.15114 -1.2327 0.8785 1.0312 -0.61
C -1.87948 0.99863 -1.07344 -0.5811 1.1420 -1.3993 -0.62
C -2.55871 -0.13427 1.02672 1.8326 -3.0755 -0.2172 -0.59
C -0.57707 -1.00271 -0.31943 1.5928 -1.6854 -0.6496 -0.20
C -1.95708 -0.29721 -0.39436 0.5434 -1.9763 1.9449 -0.24
N 3.14172 -0.73201 -0.40643 -0.5136 0.1443 -1.4174 -0.39
N 1.45697 1.18653 -0.72431 -1.4461 0.6394 -1.2751 -0.27
H 4.68947 -1.50840 0.87286 0.7738 -0.3856 -0.1946 0.25
H 1.28304 -1.12489 0.73258 -0.2761 0.6916 -0.3437 0.29
H 2.38203 1.65127 -2.44410 1.2109 -0.1218 -0.5616 0.22
H 0.64936 2.15769 -2.27893 -1.2581 0.5571 -0.4825 0.21
H 0.04578 -0.49325 1.69436 -0.7029 0.3184 1.3624 0.24
H 2.20486 1.29252 1.79937 -0.4321 0.7575 0.2852 0.27
H 0.58614 1.94923 2.29306 0.0921 -0.1602 -0.0825 0.26
H 1.58875 2.87128 1.10321 -0.0887 -0.6689 0.2018 0.25
H 0.25621 -3.08719 0.20081 -1.9103 0.7455 -0.8908 0.22
H -1.60123 -2.72803 0.61275 1.8337 -0.1924 -1.2358 0.22
H -1.13116 -2.86722 -1.15543 0.7015 -0.5074 1.0406 0.23
H -1.00100 1.62208 -0.71984 -1.6365 -0.1294 -0.3991 0.18
H -1.76026 0.70735 -2.08849 1.2155 0.0987 -1.3290 0.22
H -2.88159 1.47171 -1.27400 0.9898 0.3160 1.3877 0.25
H -1.91621 0.54019 1.49160 0.8466 1.6345 1.1255 0.18
H -2.45877 -1.07985 1.70849 -0.8451 1.5554 -1.4592 0.21
H -3.50080 0.29950 0.90885 -1.7006 0.2689 0.3692 0.23
H 0.09778 -0.96318 -1.22848 -1.4018 0.4372 0.1175 0.20
H -2.55636 -1.00676 -0.95221 -0.4468 0.0837 -0.2929 0.22
```
Positions in Å, forces in eV/Å.

## Properties
LUMO level = -3.953 eV
ΔE to the lowest compared entry with this formula, charge and spin = 4.409 eV
F_max = 0.070 hartree/bohr
Frontier orbital gap = 0.37587 Ha
Net charge = +1
DFT total energy = -13648.514 eV